3 unconnected molecules or ions with the total composition C4H10O2, computed with the ωB97M-V functional and the def2-TZVPD basis.

The value obtained for the total energy is -8399.896 eV. The calculation puts the energy above the lowest of the compared OMol25 structures with the same formula, charge and spin at 130.3 kcal/mol. The strongest force on any atom comes out at 3.10 eV/Å. The calculation puts the LUMO energy at 0.4 eV. The value obtained for the HOMO energy is -8.4 eV. The HOMO-LUMO gap is 8.77 eV.

CARTESIAN COORDINATES (ANGSTROEM)
C  -1.19183  1.15109  -0.47445
C  -0.15056  0.53989  0.47766
O  -0.77066  -0.03151  1.63810
C  0.75174  -0.61641  -0.00613
C  2.06094  -0.36769  -0.65345
O  0.49943  -1.74808  0.44739
H  -1.91827  0.41859  -0.81870
H  -0.71490  1.61830  -1.34107
H  -1.73381  1.93634  0.06835
H  0.52135  1.37594  0.74636
H  -2.11433  -0.73583  1.00428
H  -2.00331  -1.69459  -0.36740
H  1.98963  0.14178  -1.61517
H  2.57592  0.28660  0.06041
H  2.61751  -1.30472  -0.73547
H  -0.41885  -0.96970  1.56929